9
Properties=species:S:1:pos:R:3:forces:R:3:lowdin_spin:R:1 method="wB97M-V/def2-TZVPD" de_lowest_kj_mol=302.7 spin_multiplicity=3 total_charge=0 homo_ev="-5.9 / -11.9" e_tot_ev=-19546.113 lumo_energy_ev="0.599 / -4.837" orbital_gap_ev="6.508 / 7.030" s2=2.013
O 1.11255 -0.60931 -0.79919 1.567 -3.014 -1.558 0.2266
H 1.50284 1.25060 -0.69946 -0.826 0.386 0.272 0.0603
H 0.76194 -1.45510 -0.47821 -0.646 0.838 0.476 0.0064
C 0.64949 0.57317 -0.51527 6.585 1.411 -0.622 0.5217
N -0.48340 1.03211 -0.21612 -6.029 -0.969 1.051 0.5812
O -2.93168 0.24376 -0.44324 -0.795 0.969 -0.849 0.0384
S -1.67071 -0.01910 0.12746 -1.472 1.136 2.410 0.1517
O -1.13429 -1.34040 -0.06807 0.947 -1.184 -0.366 0.3201
H -2.03738 -0.12380 1.51690 0.670 0.427 -0.814 0.0937


21
Properties=species:S:1:pos:R:3:forces:R:3:nbo_charge:R:1 method="wB97M-V/def2-TZVPD" de_lowest_kj_mol=44.8 total_charge=+1 homo_ev=-11.9 e_tot_ev=-27529.249 lumo_energy_ev=-3.245 orbital_gap_ev=8.618
N 0.51964 -1.27220 1.51189 -0.287 -0.091 0.135 -0.7080
C -1.00442 -0.90721 -1.98963 -0.292 0.266 0.303 -0.6119
H -2.11737 0.82578 -1.37485 0.012 0.145 -0.038 0.2366
H -0.04984 -1.20012 -2.42022 0.034 0.033 -0.091 0.2194
C 2.24255 -2.81349 0.63951 -0.226 -0.483 0.383 -0.6366
S -0.99217 2.62975 0.47989 -0.252 0.005 0.066 -0.0966
C 0.86988 -2.72818 1.29140 0.639 0.646 -0.104 -0.2124
C -1.12107 0.60188 -1.75258 -0.132 -0.436 -0.247 -0.5258
H 1.17725 -0.85211 2.16106 0.381 0.194 -0.087 0.4284
H 0.92677 -3.17424 2.28052 -0.324 -0.149 -0.017 0.2264
H -0.03398 2.86573 1.39257 0.030 -0.054 -0.147 0.1495
H -1.16937 -1.47013 -1.06683 0.019 0.024 0.010 0.1829
H 0.06825 -3.14284 0.70061 -0.150 -0.274 -0.082 0.2263
H 2.96247 -2.31538 1.29074 0.140 0.137 -0.263 0.2210
H -0.94857 1.10890 -2.69920 -0.158 0.235 0.091 0.2390
H 0.47074 -0.67384 0.64398 0.048 -0.069 0.317 0.4424
H -1.81489 -1.17801 -2.66519 0.162 -0.176 -0.149 0.2454
H -0.38201 -1.16600 1.97289 -0.263 -0.093 -0.090 0.4340
H 2.27609 -2.43986 -0.38022 -0.012 0.205 0.032 0.2319
S 0.10109 1.18750 -0.56240 0.651 -0.103 0.066 0.0521
H 2.53788 -3.86360 0.61806 -0.020 0.040 -0.086 0.2561


29
Properties=species:S:1:pos:R:3:forces:R:3:lowdin_spin:R:1 method="wB97M-V/def2-TZVPD" de_lowest_kj_mol=201.3 spin_multiplicity=3 total_charge=+1 homo_ev="-8.3 / -12.9" e_tot_ev=-15528.469 lumo_energy_ev="-2.451 / -5.422" orbital_gap_ev="5.811 / 7.481" s2=2.006
H 1.89522 2.91539 -0.34110 -0.537 0.331 1.326 0.0011
O 2.04997 -1.56119 -0.81676 -0.732 2.666 0.389 0.0066
C 0.82603 2.70163 -0.12447 0.644 2.366 -1.290 0.0406
H 0.32012 3.03212 0.78906 0.875 0.543 -0.121 0.0060
H -3.04641 -0.09366 0.61656 -0.798 -1.077 -1.826 0.0042
H 0.07652 -0.22278 2.80720 -0.451 0.156 -0.717 0.0397
H -0.50836 -0.77900 -3.16456 -0.880 -0.006 0.837 0.0008
N -0.17115 -0.19064 -2.40083 1.699 0.748 0.399 0.0072
C 1.04373 0.82308 1.25007 10.183 3.426 -3.141 0.6816
H 0.84431 -0.38741 -2.39386 -0.572 0.174 -0.177 0.0012
N -0.63217 -0.43245 -1.07183 -0.329 -1.081 -1.880 0.0182
H -0.84574 -1.66389 0.40931 -0.670 -0.769 0.673 0.0033
C -0.69315 0.72973 -0.23015 -0.563 -1.296 -2.123 0.0292
H 1.16470 -2.22128 0.98012 -0.556 0.402 -2.295 0.0080
H -2.53707 -0.43669 2.24095 -0.361 -0.083 0.596 0.0050
H -1.04203 -2.44821 -1.05539 -0.757 -1.528 -1.519 0.0001
H 2.17648 0.81883 1.52197 -2.534 -0.114 -0.435 0.0198
N 0.73267 1.26855 -0.08331 -1.002 -0.969 0.183 0.0774
H 2.51840 -2.21506 -1.27312 1.412 -1.046 -1.180 0.0001
H 1.22041 -3.25757 -0.44509 -0.988 -0.787 0.099 0.0006
N -1.06594 0.32463 1.07586 -1.143 0.761 -2.406 0.3784
H -2.79014 1.26743 1.58400 -0.055 -0.722 0.576 0.0243
H -1.38992 1.51463 -0.61287 0.784 -0.466 -0.141 0.0062
C -0.40749 -1.80357 -0.55739 0.056 3.187 2.197 0.0058
H 1.34520 0.81002 -0.75745 -0.098 -0.051 -0.380 0.0145
C -2.44811 0.21915 1.39950 0.546 2.078 1.577 0.0412
H 0.36991 3.23974 -0.98229 -0.381 -1.034 0.172 0.0075
C 0.98619 -2.23384 -0.19830 1.565 -1.386 2.442 0.0117
C 0.00781 0.28228 1.83417 -4.357 -4.422 8.166 0.5596


42
Properties=species:S:1:pos:R:3:forces:R:3:lowdin_spin:R:1 method="wB97M-V/def2-TZVPD" spin_multiplicity=5 total_charge=+3 homo_ev="-18.8 / -18.8" e_tot_ev=-44479.962 lumo_energy_ev="-13.062 / -14.820" orbital_gap_ev="5.741 / 3.980" s2=6.033
O -1.61880 2.33495 -1.23188 0.002 -0.444 -2.501 0.0298
H 0.68817 -2.21881 -1.78177 0.000 0.063 0.117 -0.0006
O -1.26719 -4.82153 -3.81684 0.344 0.637 0.527 0.0634
H 1.69667 1.29339 2.19952 0.153 0.272 0.085 -0.0001
O -0.38105 -1.02735 3.59903 -0.310 0.004 -0.084 0.8975
O -2.04042 -3.12652 -2.71375 -0.565 -0.867 0.131 0.1211
H -3.19745 -0.18849 1.82718 0.026 0.005 0.359 0.0018
H 0.88053 -2.00341 1.13619 0.642 -0.639 -0.438 0.0007
O 0.46529 -2.75994 1.58314 -0.277 1.418 1.335 0.0074
H 1.73818 4.00888 -1.50782 -0.336 0.170 0.378 0.0000
Pt -2.83575 -1.60035 -1.42592 1.026 0.442 -0.623 0.9951
H -3.33650 0.23879 3.29478 0.083 0.000 -0.301 -0.0001
H -2.20324 2.16834 3.04515 -0.015 0.290 0.038 -0.0003
Mg -1.63851 2.73069 -3.07816 0.074 0.361 1.884 0.0157
O -3.13872 2.29567 2.84985 0.126 -0.244 0.346 -0.0005
O -0.34141 -2.88534 -3.99767 0.656 1.015 -0.655 0.3677
Pt -0.74512 -0.68663 -3.85512 -0.202 -1.751 1.778 1.1953
O -0.89240 -0.61699 -1.78432 -0.971 -0.343 -1.172 0.1575
H -0.29273 1.99503 0.20077 0.039 -0.307 0.181 0.0011
H -1.35525 -1.23625 3.42211 -0.400 0.207 -0.045 0.0025
O 2.92187 -1.40415 0.65967 -0.125 0.379 0.470 0.0000
H 0.13397 -1.47630 2.83264 -0.238 -0.698 -0.342 0.0102
H 0.64698 0.65804 -1.28599 -0.160 0.000 -0.552 0.0089
H 0.25024 4.01085 -0.96677 0.150 -0.147 0.307 0.0000
H 2.91724 1.92513 -1.72363 0.358 0.071 -0.053 0.0001
H -3.45690 2.83184 3.59225 -0.108 0.086 -0.235 0.0000
H -1.80525 1.22480 0.44099 -0.219 -0.590 -0.317 0.0016
C -1.06052 1.41442 -0.34377 0.261 1.479 1.302 0.0060
H 0.16445 -0.39593 -0.08702 -0.568 0.114 0.436 0.0008
O 2.60592 0.98794 2.11622 -0.253 -0.405 0.161 0.0015
H 1.94769 -2.36086 -0.90066 0.088 -0.045 -0.131 0.0000
O 0.98290 4.57423 -1.22903 -0.105 -0.198 -0.727 0.0000
C -0.27643 0.24226 -0.86020 1.208 0.286 -0.428 0.0325
H 3.71693 -1.89180 0.91838 -0.068 -0.061 -0.217 0.0000
H 2.91037 0.85714 3.02700 0.138 0.235 -0.129 0.0000
H 2.77321 2.72532 -3.03209 0.419 -0.006 -0.053 0.0000
O -2.93101 -0.44473 2.72249 0.563 -0.320 0.248 0.0824
O 3.02928 2.80497 -2.10524 -0.611 -0.147 -0.001 -0.0001
H 2.98844 -0.55285 1.14855 -0.028 -0.262 -0.311 0.0000
N -1.22007 -3.69412 -3.48246 -0.803 0.230 -0.381 -0.0001
H 1.18081 -3.10613 2.14326 0.041 -0.395 -0.441 -0.0004
O 1.39558 -2.82421 -1.54907 -0.032 0.107 0.054 0.0016